(1)
Molecular formula: C30H34AsF5N3O2W
Method: DFT, ωB97M-V/def2-TZVPD

Output
Gap between HOMO and LUMO ... 6.47 eV
Highest occupied orbital energy ... -0.6390 Ha
DFT total energy ... -4279.52628 Ha

```
! RIJCOSX wB97M-V def2-TZVPD def2/J DEFGRID3
* xyz 3 1
W -0.32960 -0.18031 -0.22994
C 0.77750 -2.09300 -2.23506
N 0.72501 -2.16253 -0.72195
C 0.00825 -3.44078 -0.36392
C -0.43239 -3.59650 1.07804
C -1.48361 -2.61484 1.55695
N -1.03834 -1.18589 1.56980
C -1.17032 -0.59752 2.72244
C -0.86933 0.75574 3.07132
C -0.94660 1.15721 4.41699
C -0.68007 2.46667 4.76329
C -0.34976 3.39535 3.77528
C -0.28472 3.03546 2.43303
C -0.54674 1.71956 2.11018
O -0.55861 1.33279 0.79996
C 2.18572 -2.27618 -0.31658
C 2.54083 -2.41010 1.15461
C 1.87710 -1.33680 2.02975
N 1.50452 -0.20385 1.15684
C 2.37071 0.74802 1.09985
C 2.51238 1.72465 0.04784
C 3.43545 2.76964 0.18261
C 3.78156 3.53801 -0.91261
C 3.26568 3.22226 -2.16753
C 2.36013 2.18003 -2.33263
C 1.96094 1.47795 -1.21409
O 1.01764 0.47444 -1.33133
H 0.72652 -3.10376 -2.64058
H 1.69620 -1.60844 -2.54439
H -0.06467 -1.52736 -2.64929
H 0.69218 -4.25240 -0.62917
H -0.85057 -3.52974 -1.02264
H 0.40367 -3.63458 1.77016
H -0.89345 -4.58652 1.13638
H -1.76067 -2.87524 2.58003
H -2.38342 -2.68663 0.94918
H -1.54856 -1.20776 3.54262
H -1.21947 0.43442 5.17446
H -0.73564 2.77496 5.79673
H -0.15130 4.42148 4.05399
H -0.04673 3.75524 1.66268
H 2.67513 -1.39602 -0.73263
H 2.57171 -3.14064 -0.86511
H 3.62678 -2.29476 1.19244
H 2.34327 -3.40887 1.53989
H 2.56404 -0.97734 2.79855
H 1.00364 -1.72447 2.53811
H 3.16134 0.75444 1.85199
H 3.89671 2.94998 1.14462
H 4.48801 4.34765 -0.80728
H 3.58226 3.78376 -3.03558
H 2.00131 1.90040 -3.31347
F -3.14579 0.17383 0.81773
C -3.31740 -0.70604 -0.20838
C -2.20205 -1.13876 -0.95228
C -2.55318 -2.01228 -1.98459
F -1.64747 -2.50771 -2.84678
C -3.85716 -2.44018 -2.23060
F -4.08904 -3.27024 -3.22296
C -4.90926 -1.98627 -1.45324
F -6.13483 -2.37608 -1.68651
C -4.62804 -1.09568 -0.42415
F -5.59509 -0.61926 0.33401
C -0.71004 3.14463 -2.34348
As -1.72546 1.59179 -1.81197
C -2.45815 0.97931 -3.49480
C -3.19600 2.44154 -0.89023
H -1.46459 3.81113 -2.77099
H 0.02117 2.89686 -3.10514
H -0.22694 3.63011 -1.49720
H -3.46504 1.39482 -3.56707
H -2.50657 -0.10082 -3.56892
H -1.84114 1.37028 -4.30361
H -4.05474 1.78092 -0.79901
H -3.45835 3.29177 -1.52489
H -2.89502 2.79651 0.09343
*
```


(2)
Molecular formula: C30H34AsF6GeMoN5O4S4
Method: DFT, ωB97M-V/def2-TZVPD

Output
Gap between HOMO and LUMO (alpha / beta) ... 6.23 / 4.45 eV
Highest occupied orbital energy (alpha / beta) ... -0.5783 / -0.5754 Ha
DFT total energy ... -8310.20111 Ha

```
! RIJCOSX wB97M-V def2-TZVPD def2/J DEFGRID3
* xyz 3 4
Mo -0.85147 -0.24114 0.16166
C -0.99807 3.01336 -2.82414
C -0.66657 1.77936 -2.05534
N -1.30927 1.42296 -0.93984
N -2.32737 2.26616 -0.54904
C -2.72157 2.32506 0.73466
N -3.59487 3.22736 1.13986
S -1.94687 1.27136 1.82266
C 0.43073 0.91596 -2.33184
C 1.28423 1.00686 -3.44724
C 2.35663 0.15306 -3.55864
C 2.55623 -0.79424 -2.55134
C 1.67383 -0.85294 -1.49604
N 0.61053 -0.03344 -1.36124
H -1.97867 2.95786 -3.30194
H -0.26947 3.18666 -3.60914
H -0.98927 3.88436 -2.16444
H -2.78067 2.83426 -1.26284
H -4.14567 3.78906 0.50486
H -3.88997 3.20926 2.10736
H 1.09343 1.73586 -4.21704
H 3.02193 0.21306 -4.40524
H 3.38603 -1.47934 -2.60114
H 1.79923 -1.60784 -0.72824
F -1.33017 -3.71404 3.57386
C -2.51237 -3.36144 3.10346
F -2.67077 -3.92554 1.90096
F -3.46767 -3.75084 3.90276
S -2.51427 -1.52294 2.73666
O -1.44957 -1.49744 1.70686
O -2.22447 -0.74394 3.87686
N -3.90017 -1.26394 2.07046
S -4.20207 -0.74684 0.63726
O -4.68207 0.58836 0.53716
O -3.08817 -0.98824 -0.29444
C -5.44357 -2.00954 0.03856
F -5.46637 -1.98414 -1.29624
F -4.91357 -3.17634 0.39666
F -6.64987 -1.89534 0.51346
C -1.02167 -3.97934 -3.55284
As -2.16157 -3.11744 -2.22104
C -3.37477 -4.56664 -1.70974
C -2.99117 -1.70154 -3.28974
S -0.67487 -2.56224 -0.74354
H -1.63927 -4.27444 -4.40524
H -0.55697 -4.87034 -3.12374
H -0.23177 -3.30564 -3.89324
H -3.18997 -5.40314 -2.39064
H -4.41647 -4.26794 -1.79974
H -3.17067 -4.88404 -0.68634
H -3.65707 -2.19684 -4.00004
H -2.20067 -1.18214 -3.84004
H -3.56597 -1.00194 -2.68814
C 0.96393 -1.06584 3.39266
Ge 1.10263 0.12916 1.80336
C 1.43713 1.97686 2.65626
C 0.81923 3.14226 2.23466
C 0.94623 4.29226 3.00256
C 1.74513 4.28906 4.13356
C 2.39963 3.13566 4.52346
C 2.26663 1.98246 3.76546
C 3.00613 -0.06524 1.13266
C 3.77603 -1.06734 1.70256
C 5.06393 -1.34934 1.24866
C 5.63263 -0.57364 0.26306
C 4.91093 0.48366 -0.32384
C 5.47953 1.29136 -1.33104
C 4.78783 2.35406 -1.86314
C 3.49183 2.63086 -1.41864
C 2.90783 1.84986 -0.44594
C 3.58223 0.75496 0.12426
H 1.81263 -0.99044 4.07006
H 0.84823 -2.10754 3.09456
H 0.07293 -0.78444 3.95266
H 0.20183 3.16176 1.34126
H 0.42313 5.19026 2.70806
H 1.88213 5.20246 4.69386
H 3.03033 3.12356 5.39856
H 2.80173 1.09136 4.05266
H 3.36733 -1.66204 2.50626
H 5.61393 -2.16744 1.68906
H 6.65383 -0.74544 -0.04174
H 6.47413 1.06356 -1.68194
H 5.24333 2.98346 -2.61184
H 2.96223 3.47826 -1.82834
H 1.91823 2.09436 -0.07004
*
```


(3)
Molecular formula: C30H34BCoN11O4
Method: DFT, ωB97M-V/def2-TZVPD

Output
Gap between HOMO and LUMO (alpha / beta) ... 6.25 / 6.05 eV
Highest occupied orbital energy (alpha / beta) ... -0.1384 / -0.1323 Ha
Energy above the lowest of the compared OMol25 structures with the same formula, charge and spin ... 46.9 kcal/mol
DFT total energy ... -3474.63455 Ha

```
! RIJCOSX wB97M-V def2-TZVPD def2/J DEFGRID3
* xyz -1 3
Co -0.09503 0.34136 -0.23191
C -1.19409 -2.89265 -2.59707
C -1.37360 -2.02483 -1.49716
N -0.20627 -1.34338 -1.21901
N 0.77737 -1.86701 -2.16303
C 0.17795 -2.79413 -2.91756
B 2.01565 -0.89655 -2.44228
N 1.45049 0.47437 -2.86232
C 1.66346 1.21937 -3.96751
C 0.87340 2.41071 -3.85474
C 0.23344 2.26450 -2.60180
N 0.64133 1.15476 -1.99060
N 2.87066 -0.69325 -1.17030
C 4.16514 -0.32051 -1.24178
C 4.43730 0.61028 -0.24193
C 3.18758 0.72888 0.44067
N 2.26776 -0.02864 -0.07660
N 2.89479 -1.58951 -3.54501
C 3.40245 -2.80880 -3.34087
C 4.66286 -2.88289 -3.92946
C 4.85147 -1.62513 -4.52091
N 3.79718 -0.84239 -4.33743
H -1.97290 -3.45399 -3.10048
H -2.26062 -1.81213 -0.90057
H 0.77392 -3.34836 -3.65386
H 2.30792 0.88262 -4.75067
H 0.71391 3.14667 -4.63536
H -0.47606 2.92586 -2.16105
H 4.90422 -0.71347 -1.96028
H 5.32249 1.26315 -0.18223
H 3.06098 1.24226 1.35853
H 2.80622 -3.50683 -2.76175
H 5.24479 -3.78764 -4.09298
H 5.69401 -1.25683 -5.11952
C 1.55571 3.41967 1.35778
C 0.13889 3.42786 0.96297
N -0.48631 2.38057 0.38122
C -1.77920 2.75577 0.03666
C -1.92212 4.09625 0.46843
N -0.73402 4.42185 1.11007
C -3.01724 5.06594 0.30463
O -4.22350 4.66381 -0.14876
O -2.86691 6.22774 0.70983
C -2.72005 1.81486 -0.69081
O -3.89214 2.25614 -0.87611
O -2.24289 0.67932 -1.01135
H 1.62939 2.78694 2.25420
H 1.96558 4.41158 1.60596
H 2.21389 3.00807 0.52912
H -0.54152 5.30817 1.53532
H -4.09533 3.72963 -0.49202
C 1.12079 -0.42872 3.59254
C 0.78084 -1.88312 3.32882
C 1.93012 -2.58636 2.61475
C -0.51717 -2.18918 2.65168
C -0.99820 -3.46394 2.44896
C -2.31521 -3.72224 2.10293
C -3.26949 -2.66424 2.09699
C -2.86245 -1.35869 2.12861
C -3.89020 -0.28723 2.31358
C -3.38477 1.07638 2.83692
C -4.88473 -0.17655 1.14374
C -1.40066 -1.14760 2.03600
N -0.88670 -0.23102 1.28220
H 2.02357 -0.29072 4.21384
H 0.32975 0.07230 4.12541
H 1.33197 0.14667 2.66143
H 0.59827 -2.39050 4.29977
H 2.17410 -2.08289 1.65174
H 1.67040 -3.58964 2.22575
H 2.82611 -2.71064 3.24512
H -0.26951 -4.29642 2.52471
H -2.65381 -4.69721 1.89933
H -4.30904 -2.94206 2.13633
H -4.51375 -0.63473 3.14436
H -2.32396 1.21538 2.58715
H -3.40177 1.19482 3.94193
H -3.91067 1.92393 2.44128
H -4.49308 0.05429 0.13957
H -5.66263 0.56312 1.39153
H -5.44052 -1.10317 1.02470
*
```


(4)
Molecular formula: C30H34BrMoO7
Method: DFT, ωB97M-V/def2-TZVPD

Output
Gap between HOMO and LUMO (alpha / beta) ... 5.89 / 5.95 eV
Highest occupied orbital energy (alpha / beta) ... -0.1374 / -0.1396 Ha
Energy above the lowest of the compared OMol25 structures with the same formula, charge and spin ... 2.7 kcal/mol
DFT total energy ... -4332.40152 Ha

```
! RIJCOSX wB97M-V def2-TZVPD def2/J DEFGRID3
* xyz -1 3
C -4.44993 -0.08771 -0.95126
C -3.28434 0.84454 -0.49674
C -3.81268 -1.31512 -1.59744
C -2.32588 -1.02831 -1.90738
H -4.31113 -1.54877 -2.54027
H -3.91279 -2.16565 -0.92385
C -2.22925 0.61684 -1.55375
H -2.94121 0.53054 0.50388
H -3.62513 1.88865 -0.44342
C -0.86237 1.38707 -1.53082
H -2.66686 1.02913 -2.47959
H -2.15311 -0.97436 -3.00375
C -1.56881 -2.24414 -1.49498
C -5.40766 -0.43170 0.19466
C -5.44218 0.50563 -1.96543
O -5.92518 -0.13953 -2.88621
O -5.05956 -0.52943 1.36409
O -6.68816 -0.57369 -0.19648
O -5.79451 1.77222 -1.72271
C -6.84177 2.22756 -2.59331
H -7.02893 3.24844 -2.27287
H -7.72491 1.59618 -2.46131
H -6.51243 2.18750 -3.63569
C -7.60316 -0.78935 0.88338
H -7.31107 -1.65960 1.48022
H -8.57574 -0.94895 0.42076
H -7.62669 0.09377 1.53168
O -0.56847 2.32629 -0.44944
H -0.84644 1.99314 -2.47094
H -0.04089 0.62097 -1.64301
C -0.42424 -2.70611 -2.28892
C -1.75355 -2.87493 -0.18220
H -2.23050 -3.87900 -0.22230
H -2.31151 -2.25267 0.53342
H -0.76879 -3.08123 0.28119
H 0.46240 -2.74641 -1.64056
H -0.19672 -2.00427 -3.09462
H -0.52690 -3.72019 -2.71962
Mo 1.13677 1.85950 0.21293
C 3.21138 1.57242 -0.68016
C 2.37498 1.97174 -1.77466
C 1.86459 3.29279 -1.48428
H 2.25744 1.42145 -2.70533
C 2.41642 3.71752 -0.22302
C 3.28581 2.67375 0.24048
H 3.96694 2.73383 1.08573
H 3.75907 0.63301 -0.60924
H 1.24365 3.89457 -2.14358
H 2.28396 4.69170 0.24148
C 1.74963 -0.17930 1.86525
C 2.22034 1.11418 2.24659
C 1.07942 1.97666 2.48023
H 3.25315 1.33794 2.52601
C -0.10680 1.18760 2.17648
C 0.33277 -0.14613 1.83860
H -0.31822 -1.01216 1.74184
H 2.37445 -1.05956 1.74040
H 1.09738 2.94914 2.97495
H -1.12907 1.47634 2.39889
Br 4.80595 -3.13694 2.21803
C 6.52858 -2.36785 2.21241
C 7.64592 -3.15816 2.52535
C 8.91860 -2.57491 2.60089
C 9.06366 -1.20021 2.37149
C 7.94854 -0.42236 2.04662
C 6.67841 -1.00138 1.91863
C 5.47097 -0.16331 1.51120
O 5.29303 0.88485 2.18620
O 4.80810 -0.63438 0.54974
H 7.50998 -4.22003 2.70889
H 9.77914 -3.19566 2.84519
H 10.04492 -0.73487 2.44713
H 8.04120 0.65090 1.88430
*
```